A molecular structure, C36H46N7O9PS2W in a non-equilibrium geometry, computed with ωB97M-V/def2-TZVPD.

Computed properties:
**ΔE to the lowest compared entry with this formula, charge and spin**: 48.1 kcal/mol
**HOMO**: -12.769 eV
**LUMO level**: -6.344 eV
**Frontier orbital gap**: 0.236 Eh
**Total charge**: +2
**Molar mass**: 999.75 g/mol
**Total energy**: -3664.21637 hartree

Geometry as XYZ:
```
102
Properties=species:S:1:pos:R:3:forces:R:3
W -0.621859 0.155591 -0.518625 0.0 1.1 0.4
O 1.148131 0.974075 -0.542098 0.1 -0.3 -0.2
C 2.349484 0.359657 -0.732286 0.2 -0.3 -0.2
C 3.528465 0.884052 -0.224842 -0.2 0.2 0.2
C 4.726129 0.222114 -0.457279 0.0 -0.1 -0.1
C 4.756053 -0.952413 -1.195216 0.1 0.0 0.0
C 3.576179 -1.486280 -1.692996 -0.1 0.0 0.0
C 2.378787 -0.835191 -1.454566 -0.2 0.1 0.2
C 1.025545 -1.361128 -1.817225 1.1 0.0 -0.9
N 0.314382 -1.558266 -0.569984 -0.2 -0.5 0.1
N -0.895719 -2.191671 -0.890476 0.3 0.4 -0.4
C -1.880279 -1.902572 -0.067871 -0.3 -0.8 0.8
O -1.701919 -0.887008 0.762057 -0.3 -0.2 -0.3
C -3.120875 -2.658505 -0.067451 -0.1 0.1 0.0
C -4.092311 -2.366818 0.894217 0.1 0.1 0.0
C -5.258625 -3.106697 0.933313 0.0 0.0 0.0
C -5.470906 -4.111881 -0.001620 0.0 0.0 0.0
C -4.510695 -4.393704 -0.967407 -0.1 -0.1 0.0
C -3.329430 -3.679142 -1.000670 0.1 0.0 0.0
H 3.504095 1.798642 0.354500 0.0 0.0 0.0
H 5.644541 0.627224 -0.054623 0.0 0.0 0.0
H 5.697658 -1.455913 -1.364134 0.0 0.0 0.0
H 3.577246 -2.415583 -2.249324 0.0 0.0 0.0
H 1.031860 -2.271244 -2.415498 0.0 -0.1 0.2
H -3.915426 -1.571059 1.605438 0.0 0.0 0.0
H -6.000480 -2.902549 1.693150 0.0 0.0 0.0
H -6.388733 -4.683964 0.030745 0.0 0.0 0.0
H -4.690352 -5.177746 -1.690135 0.0 0.0 0.0
H -2.567360 -3.881994 -1.738350 0.0 0.0 0.0
N 0.690164 -0.268211 1.778132 0.1 -0.1 0.3
C 0.623679 0.904063 2.641960 -0.1 0.0 -0.1
C 0.712315 0.495485 4.129593 -0.2 0.3 0.0
C 0.425538 1.470095 5.286881 0.1 0.1 -0.3
C 1.368494 2.674710 5.448557 0.1 -0.2 0.2
N 0.917079 3.811619 4.655896 -0.7 -0.5 -0.5
C 1.108067 5.090941 4.902565 0.1 0.3 -0.1
N 1.967143 5.510580 5.832054 0.0 -0.1 0.0
N 0.442307 5.991967 4.167927 0.1 -0.1 0.1
C -0.582574 1.706567 2.143385 0.5 0.3 1.0
O -1.096579 2.607273 2.778073 0.3 -0.1 0.1
O -0.927434 1.458172 0.918467 -1.0 -0.1 -1.1
H 0.069399 -0.987323 2.133697 0.1 -0.1 0.0
H 1.626915 -0.659693 1.765046 0.0 0.0 -0.3
H 1.472789 1.548586 2.377645 0.0 0.0 0.0
H 1.721000 0.101971 4.278440 0.0 -0.1 -0.1
H 0.026467 -0.346206 4.255871 0.0 0.0 0.1
H 0.526397 0.876348 6.195463 -0.1 0.0 0.0
H -0.606491 1.818617 5.244872 0.0 0.0 0.1
H 2.387050 2.399195 5.158662 0.0 0.0 0.0
H 1.383077 2.962135 6.502386 0.0 0.0 0.0
H 0.194289 3.574723 3.967560 0.1 0.1 0.1
H 2.498298 4.864978 6.389030 0.0 0.0 0.0
H 2.098980 6.490062 6.013583 0.0 0.0 0.0
H -0.268852 5.691730 3.521951 0.0 0.0 0.0
H 0.559900 6.978206 4.316808 0.0 0.0 0.0
C 0.505373 -0.900250 -5.921694 -0.1 0.0 0.0
C 0.676694 0.461384 -5.206768 0.2 -0.1 -0.2
C -0.237776 1.507689 -5.855131 -0.2 0.1 0.1
C 2.141905 0.932908 -5.275601 0.0 0.0 0.1
C 0.394938 0.167973 -3.805679 0.0 0.1 0.0
C 0.298037 -0.266763 -2.662107 -0.3 -0.4 0.7
H 0.661210 -0.765172 -6.991673 0.1 0.0 0.0
H -0.499841 -1.287551 -5.756918 0.0 0.0 0.0
H 1.228162 -1.628433 -5.551603 0.0 0.0 0.0
H 0.000165 1.556599 -6.916891 0.1 0.0 0.0
H -0.079131 2.494965 -5.421741 0.0 0.0 0.0
H -1.282914 1.239587 -5.745939 0.1 0.0 -0.1
H 2.438043 1.038695 -6.319027 0.0 0.0 0.0
H 2.810665 0.215302 -4.797655 0.0 0.0 0.0
H 2.261956 1.897408 -4.781207 0.0 0.0 0.0
C 2.369267 4.000556 -1.806897 0.0 -0.1 0.0
O 0.954899 4.136416 -1.694718 0.0 -0.1 -0.2
P 0.089457 3.420192 -0.543778 -0.3 1.1 -0.3
O -0.959812 4.654362 -0.467632 0.1 -0.2 -0.2
C -2.200441 4.615593 0.240646 -0.1 0.0 0.0
O -0.844935 2.308242 -1.533596 0.8 0.5 1.2
C -1.359578 2.911443 -2.743556 -0.2 -0.2 -0.1
H 2.775760 4.987359 -2.015405 0.0 0.0 0.0
H 2.613189 3.326990 -2.629165 0.0 0.0 0.0
H 2.811173 3.614777 -0.887896 0.0 0.0 0.0
H -2.123497 4.074233 1.181440 0.1 0.0 0.1
H -2.972578 4.138932 -0.364302 0.0 0.0 0.0
H -2.480651 5.652210 0.420250 0.0 -0.1 0.0
H -0.528924 3.317698 -3.314426 0.0 0.0 0.0
H -2.042325 3.717284 -2.483755 0.0 0.0 0.0
H -1.876248 2.147362 -3.307439 0.0 0.0 0.0
O -2.314589 0.324389 -4.178437 -0.2 0.0 0.0
S -2.733008 -0.582147 -3.146711 0.2 -0.1 -0.2
O -2.137113 -1.879941 -3.162057 -0.4 -0.2 -0.2
N -2.477417 0.149166 -1.609648 -1.0 0.0 -0.1
C -3.721617 0.516328 -1.084896 0.4 0.6 0.6
S -4.005321 1.338282 0.306776 0.4 -0.2 -0.2
C -4.854026 0.105888 -1.928252 -0.1 -0.2 -0.3
C -6.193566 0.370346 -1.681890 -0.1 -0.1 -0.1
C -7.129316 -0.048546 -2.615616 0.0 0.0 0.1
C -6.739415 -0.687781 -3.787936 0.1 -0.1 -0.1
C -5.398843 -0.937776 -4.047411 0.2 -0.2 -0.2
C -4.488029 -0.559938 -3.084377 0.3 0.4 0.6
H -6.485060 0.900073 -0.786127 0.0 0.0 0.0
H -8.179941 0.134627 -2.435403 0.0 0.0 0.0
H -7.483706 -0.988825 -4.512090 0.0 0.0 0.0
H -5.077005 -1.402407 -4.969941 0.0 0.0 0.0
```
Positions in Å, forces in eV/Å.

These are the Löwdin partial charges, in e, on atoms 1 to 8:
1. W 2.01
2. O -0.32
3. C -0.30
4. C -0.01
5. C -0.06
6. C -0.06
7. C 0.00
8. C -0.14